Formula: C6H5N3OS
Source: the OMol25 dataset
Level of theory: the ωB97M-V functional and the def2-TZVPD basis

Positions of all 16 atoms, in Å:
C: -2.519 -0.117 1.771
C: -1.477 -0.362 1.182
C: 1.260 -2.494 0.788
C: 1.252 0.441 -1.043
C: 0.419 0.557 -0.033
C: -0.451 -0.640 0.330
N: 1.385 -2.557 -0.521
N: 2.245 -3.504 -0.876
N: 2.851 -4.082 0.078
O: 0.453 -1.725 1.434
S: 2.426 -3.499 1.576
H: -3.251 0.382 2.336
H: 1.956 1.236 -1.123
H: 1.339 -0.493 -1.521
H: 0.584 1.383 0.609
H: -0.539 -1.435 -0.330

Properties
* energy relative to the best compared isomer or geometry (same formula, charge and spin): 448.73 kJ/mol
* HOMO energy: -9.76 eV
* molecular weight: 167.193 u
* gap between HOMO and LUMO: 0.3364 Ha

These are the Löwdin partial charges, in e, on atoms 1 to 2:
1. C 0.20
2. C -0.10